1.
118
Properties=species:S:1:pos:R:3 method="wB97M-V/def2-TZVPD" homo_ev="-9.16 / -9.16" multiplicity=3
V -1.90 1.98 -1.62
C -1.55 0.57 2.42
F -0.91 -0.23 3.29
F -2.77 0.80 2.84
F -0.90 1.71 2.22
S -1.67 -0.44 0.72
O -1.03 -1.76 0.95
O -3.07 -0.51 0.23
N -0.86 0.77 -0.37
S 0.69 0.44 -0.21
O 1.49 1.53 -0.71
O 0.97 -0.03 1.16
C 0.92 -1.02 -1.39
F 1.83 -0.76 -2.33
F 1.39 -2.05 -0.75
F -0.18 -1.30 -2.00
C -6.16 0.76 -1.75
F -6.31 1.55 -0.67
F -5.78 -0.44 -1.33
F -7.32 0.69 -2.33
S -4.87 1.57 -2.91
O -5.33 1.44 -4.25
O -4.79 2.96 -2.43
N -3.24 0.82 -2.56
S -3.46 -0.68 -3.05
O -2.80 -1.62 -2.09
O -4.77 -1.10 -3.57
C -2.36 -0.72 -4.63
F -2.85 0.12 -5.51
F -1.09 -0.47 -4.46
F -2.35 -1.90 -5.23
C -0.49 2.96 -5.58
F -0.39 1.62 -5.80
F 0.53 3.52 -6.20
F -1.67 3.43 -5.97
S -0.27 3.23 -3.69
O -0.21 1.90 -3.05
O 0.93 4.04 -3.44
N -1.80 3.55 -2.86
S -2.25 4.94 -3.51
O -1.24 5.67 -4.26
O -3.56 4.84 -4.13
C -2.56 5.96 -1.86
F -3.33 5.21 -1.05
F -1.44 6.35 -1.19
F -3.30 6.93 -2.18
C -2.14 0.58 6.33
C -2.27 1.61 7.43
C -0.88 1.97 8.00
C -0.13 0.75 8.58
N 0.49 -0.10 9.09
H -3.01 0.57 5.67
H -2.13 -0.38 6.84
H -1.19 0.70 5.80
H -3.04 1.30 8.14
H -2.70 2.56 7.13
H -0.93 2.68 8.82
H -0.17 2.42 7.31
C -2.17 -4.94 0.05
C -0.84 -4.98 -0.66
C 0.51 -5.09 0.15
C 0.42 -6.10 1.20
N 0.38 -6.92 1.99
H -2.94 -4.83 -0.71
H -2.30 -3.99 0.55
H -2.38 -5.85 0.61
H -0.80 -4.24 -1.46
H -0.87 -5.92 -1.22
H 0.73 -4.19 0.73
H 1.40 -5.21 -0.47
C 2.04 6.00 -0.61
C 2.42 4.84 0.33
C 1.30 4.27 1.23
C 0.08 3.94 0.43
N -0.82 3.62 -0.22
H 1.25 5.70 -1.30
H 2.89 6.35 -1.19
H 1.69 6.75 0.11
H 3.04 5.30 1.10
H 2.89 4.02 -0.22
H 1.07 4.94 2.05
H 1.69 3.37 1.70
C 3.14 -4.67 -2.27
C 4.02 -3.63 -1.46
C 5.40 -4.21 -1.06
C 5.30 -5.54 -0.65
N 5.25 -6.65 -0.22
H 2.24 -4.19 -2.65
H 2.85 -5.57 -1.73
H 3.58 -4.93 -3.23
H 3.44 -3.39 -0.56
H 4.20 -2.75 -2.08
H 5.97 -3.65 -0.32
H 5.85 -4.08 -2.04
F 6.41 -0.94 -5.08
C 5.36 -0.18 -4.56
C 4.31 0.13 -5.41
C 3.23 0.96 -4.95
C 3.23 1.41 -3.65
C 4.31 1.09 -2.78
C 5.38 0.32 -3.26
H 4.37 -0.37 -6.36
H 2.40 1.11 -5.63
H 2.48 2.13 -3.36
H 4.45 1.52 -1.80
H 6.34 0.34 -2.76
F 2.19 -2.13 5.04
C 0.90 -2.35 5.49
C 0.62 -2.25 6.86
C -0.66 -2.62 7.34
C -1.65 -3.11 6.48
C -1.34 -3.26 5.16
C -0.09 -2.87 4.67
H 1.45 -1.82 7.40
H -0.78 -2.44 8.40
H -2.65 -3.33 6.81
H -2.12 -3.49 4.45
H 0.11 -2.94 3.61

---

2.
93
Properties=species:S:1:pos:R:3 method="wB97M-V/def2-TZVPD" homo_ev=-8.85 smiles="O=C1C=CC(=O)c2cc(CCC(F)=C(F)F)c(I)cc21.C[C@@H]1COC(=O)O1.C[C@@H]1COC(=O)O1.C[C@@H]1COC(=O)O1.C[C@@H]1COC(=O)O1.C[C@@H]1COC(=O)O1"
O 2.37 0.30 -2.22
C 1.59 -0.62 -2.15
C 2.00 -2.00 -1.76
C 1.35 -3.04 -2.29
C 0.26 -2.78 -3.29
O 0.08 -3.50 -4.25
C -0.54 -1.56 -3.01
C -1.89 -1.48 -3.28
C -2.61 -0.32 -3.00
C -4.09 -0.25 -3.28
C -4.91 -0.55 -2.00
C -5.15 -2.01 -1.76
F -4.37 -2.91 -2.39
C -6.07 -2.47 -0.91
F -5.91 -3.54 -0.14
F -7.28 -1.94 -0.76
C -1.90 0.76 -2.45
I -2.90 2.56 -1.98
C -0.54 0.70 -2.18
C 0.13 -0.48 -2.46
H 2.79 -2.14 -1.03
H 1.57 -4.06 -2.04
H -2.41 -2.32 -3.73
H -4.34 -1.00 -4.02
H -4.35 0.74 -3.64
H -5.91 -0.10 -2.07
H -4.41 -0.11 -1.14
H -0.01 1.54 -1.75
C -1.66 -6.27 2.53
C -2.25 -5.08 1.83
C -3.05 -5.40 0.58
O -2.90 -4.20 -0.18
C -1.74 -3.62 0.18
O -1.23 -2.71 -0.39
O -1.23 -4.23 1.28
H -1.06 -5.95 3.39
H -2.44 -6.93 2.89
H -1.00 -6.83 1.87
H -2.85 -4.48 2.52
H -4.10 -5.60 0.77
H -2.62 -6.23 0.01
C -6.09 8.29 -1.69
C -5.09 7.24 -1.31
C -4.81 6.20 -2.37
O -4.42 5.06 -1.58
C -5.03 5.18 -0.36
O -5.06 4.32 0.46
O -5.57 6.41 -0.23
H -6.27 8.97 -0.85
H -5.73 8.87 -2.54
H -7.05 7.84 -1.95
H -4.16 7.70 -0.97
H -4.01 6.48 -3.05
H -5.70 5.93 -2.94
C 1.71 -2.29 3.45
C 2.76 -3.32 3.11
C 4.10 -3.12 3.78
O 4.99 -3.73 2.84
C 4.42 -3.65 1.62
O 4.98 -3.89 0.60
O 3.13 -3.25 1.72
H 0.80 -2.48 2.88
H 1.47 -2.32 4.51
H 2.05 -1.29 3.19
H 2.38 -4.33 3.30
H 4.18 -3.60 4.75
H 4.37 -2.07 3.88
C 0.37 5.02 -0.19
C -0.08 6.45 -0.28
C -1.58 6.64 -0.37
O -1.69 7.89 -1.08
C -0.57 8.02 -1.85
O -0.43 8.84 -2.69
O 0.34 7.07 -1.51
H 1.45 4.96 -0.18
H -0.02 4.55 0.71
H 0.02 4.45 -1.06
H 0.33 7.04 0.54
H -2.06 6.71 0.60
H -2.07 5.87 -0.97
C 10.24 -3.18 1.63
C 9.40 -2.95 2.86
C 8.00 -2.45 2.60
O 7.72 -1.72 3.81
C 8.90 -1.29 4.31
O 9.01 -0.51 5.20
O 9.93 -1.87 3.66
H 11.25 -3.49 1.91
H 9.79 -3.96 1.01
H 10.33 -2.27 1.05
H 9.39 -3.85 3.49
H 7.28 -3.24 2.46
H 7.95 -1.76 1.76

---

3.
89
Properties=species:S:1:pos:R:3 method="wB97M-V/def2-TZVPD" relative_energy_kcal_mol=39.4 homo_ev=-7.15
Tl -0.01 0.16 0.03
C 4.76 -1.68 6.69
C 4.40 -1.48 5.25
C 4.13 -2.59 4.44
C 3.74 -2.41 3.13
C 3.59 -1.14 2.61
C 3.87 -0.03 3.38
C 4.29 -0.21 4.70
S 2.82 -1.06 0.98
O 1.67 -1.92 1.15
O 3.77 -1.48 -0.02
N 2.23 0.42 0.77
C 2.94 1.47 0.31
C 4.33 1.53 0.27
C 4.98 2.70 -0.12
C 4.29 3.84 -0.46
C 2.89 3.82 -0.46
C 2.09 4.94 -0.78
C 0.73 4.83 -0.77
C 0.15 3.58 -0.50
N 0.86 2.54 -0.18
C 2.20 2.62 -0.12
H 3.91 -2.05 7.26
H 5.09 -0.75 7.14
H 5.56 -2.41 6.79
H 4.22 -3.58 4.84
H 3.51 -3.25 2.49
H 3.77 0.96 2.97
H 4.53 0.65 5.30
H 4.89 0.66 0.55
H 6.06 2.70 -0.13
H 4.81 4.75 -0.72
H 2.57 5.89 -1.02
H 0.09 5.68 -0.98
H -0.92 3.44 -0.55
C 0.05 0.66 3.45
P -0.64 -0.84 2.65
C 0.10 -2.17 3.70
C -2.37 -0.77 3.33
C -3.27 -1.81 2.68
P -3.12 -1.54 0.83
C -4.64 -0.52 0.59
C -3.84 -3.13 0.21
H -0.16 0.67 4.52
H -0.40 1.52 2.97
H 1.13 0.67 3.29
H 0.06 -1.87 4.75
H 1.13 -2.32 3.39
H -0.45 -3.11 3.58
H -2.73 0.24 3.10
H -2.31 -0.88 4.41
H -4.29 -1.71 3.04
H -2.91 -2.82 2.92
H -5.54 -1.11 0.80
H -4.66 -0.17 -0.44
H -4.61 0.35 1.24
H -4.83 -3.32 0.62
H -3.18 -3.96 0.46
H -3.91 -3.04 -0.87
N 0.66 -1.53 -4.00
C 0.59 -0.47 -4.91
C 0.02 -0.68 -6.15
C 0.00 0.34 -7.09
C 0.53 1.58 -6.79
C 1.06 1.81 -5.52
C 1.10 0.79 -4.59
S 1.80 1.06 -2.97
N 1.24 -0.25 -2.10
C 0.80 -1.32 -2.65
C 0.46 -2.45 -1.79
C 0.74 -3.76 -2.17
C 0.39 -4.79 -1.31
C -0.24 -4.49 -0.12
C -0.46 -3.15 0.19
N -0.10 -2.18 -0.62
H 0.13 -2.34 -4.26
H -0.40 -1.65 -6.38
H -0.44 0.15 -8.06
H 0.51 2.36 -7.52
H 1.44 2.78 -5.26
H 1.24 -3.97 -3.10
H 0.63 -5.81 -1.56
H -0.54 -5.26 0.58
H -0.90 -2.84 1.13
O -2.21 -0.85 -1.50
S -2.29 0.60 -1.63
O -1.05 1.13 -2.20
O -3.50 1.08 -2.24
S -2.20 1.36 0.30

---

4.
87
Properties=species:S:1:pos:R:3 method="wB97M-V/def2-TZVPD" relative_energy_kcal_mol=47.9 charge=+2 homo_ev="-13.45 / -13.49" multiplicity=3
W 5.76 -1.24 -1.13
C 1.54 -1.29 1.14
C 2.57 -2.20 1.43
C 2.88 -3.46 0.72
C 3.70 -3.67 -0.64
C 4.12 -2.56 -1.58
C 3.20 -1.39 -1.74
C 1.77 -1.61 -1.37
C 1.15 -1.02 -0.15
C 5.18 0.50 -0.22
H 1.15 -0.67 1.95
H 3.23 -1.96 2.28
H 1.97 -4.09 0.60
H 3.46 -4.02 1.47
H 4.59 -4.25 -0.38
H 3.08 -4.35 -1.24
H 4.32 -3.01 -2.57
H 3.43 -0.79 -2.64
H 1.62 -2.70 -1.38
H 1.18 -1.17 -2.20
H -1.19 0.79 -1.64
H 0.38 -0.27 -0.32
H 4.56 0.13 0.62
H 4.55 1.05 -0.94
H 6.04 1.13 0.11
P 7.01 -0.96 -2.90
P 7.13 -2.27 0.22
N 6.43 -1.50 -4.46
N 7.54 0.66 -3.25
N 7.08 -3.97 0.67
N 7.48 -1.56 1.81
C 8.45 -1.91 -2.38
C 8.62 -2.14 -0.84
C 5.19 -1.11 -4.98
C 4.93 -1.84 -6.13
C 6.01 -2.77 -6.29
C 6.89 -2.57 -5.23
C 7.03 1.84 -2.71
C 7.64 2.91 -3.34
C 8.54 2.38 -4.31
C 8.46 0.99 -4.24
C 6.47 -4.57 1.78
C 6.65 -5.93 1.72
C 7.36 -6.22 0.51
C 7.57 -5.00 -0.13
C 8.54 -1.99 2.61
C 8.54 -1.25 3.79
C 7.46 -0.31 3.70
C 6.83 -0.51 2.48
H 9.34 -1.38 -2.72
H 8.41 -2.86 -2.95
H 9.20 -3.06 -0.68
H 9.19 -1.32 -0.37
H 4.60 -0.36 -4.48
H 4.08 -1.69 -6.78
H 6.12 -3.48 -7.11
H 7.79 -3.10 -4.96
H 6.27 1.81 -1.94
H 7.46 3.96 -3.12
H 9.16 2.94 -5.00
H 8.97 0.21 -4.80
H 5.98 -3.94 2.51
H 6.31 -6.68 2.43
H 7.67 -7.19 0.16
H 8.05 -4.77 -1.07
H 9.20 -2.78 2.25
H 9.24 -1.38 4.60
H 7.19 0.44 4.44
H 6.00 0.03 2.04
O -1.24 1.25 0.63
C -2.21 1.08 -0.09
O -2.13 0.76 -1.40
C -3.65 1.18 0.30
C -4.69 0.81 -0.56
C -6.02 0.84 -0.11
C -6.35 1.32 1.17
C -5.31 1.74 2.01
C -3.97 1.65 1.58
N -5.64 2.26 3.31
O -6.84 2.33 3.63
O -4.72 2.62 4.08
N -7.03 0.28 -0.97
O -6.68 -0.11 -2.10
O -8.21 0.20 -0.57
H -4.47 0.48 -1.57
H -7.39 1.36 1.50
H -3.19 1.96 2.27

---

5.
83
Properties=species:S:1:pos:R:3 method="wB97M-V/def2-TZVPD" relative_energy_kcal_mol=50.6 charge=+2 homo_ev="-12.12 / -12.12" multiplicity=5
Os 0.07 -0.91 -2.78
C -1.79 1.46 -1.10
C -1.92 0.53 -2.11
C -1.75 0.90 -3.59
C -0.42 1.51 -4.15
C 0.86 0.89 -3.63
C 1.19 1.08 -2.25
C 0.70 2.23 -1.42
C -0.85 2.56 -1.28
C 1.09 -2.52 -2.37
H -2.25 1.31 -0.12
H -2.58 -0.36 -1.97
H -2.55 1.61 -3.87
H -2.00 -0.06 -4.11
H -0.43 1.40 -5.25
H -0.43 2.59 -4.00
H 1.72 0.73 -4.31
H 2.18 0.73 -1.96
H 1.12 3.18 -1.81
H 1.11 2.12 -0.41
H -0.93 3.22 -0.41
H -1.13 3.11 -2.18
H 2.00 -2.49 -1.74
H 1.34 -2.92 -3.36
H 0.37 -3.20 -1.89
P 1.50 -0.87 -5.98
P -2.25 0.11 -6.28
N 2.87 0.16 -6.50
N 2.09 -2.22 -7.05
N -2.29 1.70 -7.31
N -3.70 -0.53 -6.98
C 0.36 -0.15 -7.23
C -1.03 -0.84 -7.21
C 4.11 0.06 -5.87
C 5.04 0.81 -6.57
C 4.38 1.39 -7.69
C 3.04 0.97 -7.63
C 2.30 -3.53 -6.62
C 2.71 -4.31 -7.68
C 2.77 -3.47 -8.83
C 2.40 -2.18 -8.42
C -2.19 3.01 -6.79
C -1.99 3.91 -7.83
C -2.03 3.15 -9.04
C -2.22 1.82 -8.69
C -4.65 -0.11 -7.94
C -5.36 -1.22 -8.37
C -4.87 -2.36 -7.63
C -3.89 -1.91 -6.77
H 0.78 -0.31 -8.24
H 0.26 0.94 -7.07
H -1.44 -0.91 -8.23
H -0.96 -1.87 -6.80
H 4.20 -0.55 -4.98
H 6.08 0.93 -6.33
H 4.81 2.01 -8.47
H 2.22 1.20 -8.30
H 2.11 -3.78 -5.57
H 2.95 -5.37 -7.64
H 3.04 -3.74 -9.84
H 2.33 -1.28 -8.99
H -2.32 3.22 -5.74
H -1.84 4.98 -7.74
H -1.95 3.53 -10.05
H -2.37 0.97 -9.31
H -4.75 0.93 -8.23
H -6.14 -1.24 -9.12
H -5.20 -3.39 -7.70
H -3.28 -2.42 -6.03
Cl -1.09 1.19 5.88
C -0.87 0.45 4.34
C -1.47 -0.78 4.05
C -1.34 -1.34 2.77
C -0.59 -0.70 1.76
C -0.02 0.55 2.06
C -0.16 1.12 3.33
C -0.64 -1.32 0.34
O -1.32 -2.34 0.24
O 0.02 -0.73 -0.63
H -2.08 -1.26 4.82
H -1.88 -2.26 2.56
H 0.49 1.09 1.26
H 0.22 2.12 3.54